No. 1
Computed, not measured: a structure of composition C30H31FeN8O7, with ωB97M-V/def2-TZVPD.

Its multiplicity is 6. The total charge is +2. The calculated total energy comes out at -3389.73375 Eh. Its energy relative to the best compared isomer or geometry (same formula, charge and spin) is 0.0 kcal/mol. The frontier orbital gap (spin up / spin down) comes out at 8.01 / 6.81 eV.

Geometry (Å):
Fe (0.669, -0.106, -0.564)
C (-2.722, 1.204, 3.386)
O (-1.542, 0.423, 3.725)
C (-0.766, 0.465, 2.638)
N (-1.202, 1.011, 1.583)
C (-2.622, 1.348, 1.859)
C (-3.045, 2.702, 1.349)
C (-4.341, 2.879, 0.874)
C (-4.768, 4.129, 0.447)
C (-3.900, 5.211, 0.487)
C (-2.610, 5.044, 0.972)
C (-2.188, 3.795, 1.409)
C (0.521, -0.251, 2.755)
C (0.932, -0.723, 3.999)
C (2.100, -1.452, 4.099)
C (2.827, -1.699, 2.944)
C (2.340, -1.191, 1.756)
N (1.216, -0.470, 1.639)
C (3.007, -1.459, 0.479)
N (2.475, -1.131, -0.645)
C (3.422, -1.511, -1.717)
C (4.492, -2.311, -0.938)
O (4.162, -2.069, 0.469)
C (3.972, -0.334, -2.483)
C (4.323, -0.520, -3.816)
C (4.881, 0.519, -4.545)
C (5.088, 1.754, -3.945)
C (4.747, 1.939, -2.613)
C (4.192, 0.898, -1.880)
H (-2.643, 2.164, 3.896)
H (-3.598, 0.664, 3.731)
H (-3.211, 0.570, 1.357)
H (-5.019, 2.034, 0.829)
H (-5.779, 4.257, 0.084)
H (-4.234, 6.185, 0.154)
H (-1.938, 5.891, 1.030)
H (-1.197, 3.678, 1.832)
H (0.320, -0.517, 4.865)
H (2.431, -1.834, 5.055)
H (3.740, -2.276, 2.949)
H (2.903, -2.167, -2.415)
H (5.505, -1.958, -1.100)
H (4.429, -3.385, -1.094)
H (4.155, -1.482, -4.288)
H (5.161, 0.363, -5.579)
H (5.529, 2.564, -4.509)
H (4.940, 2.895, -2.142)
H (3.937, 1.049, -0.837)
C (2.116, 4.316, -0.074)
O (0.801, 3.992, -0.603)
C (0.478, 2.738, -0.662)
O (1.257, 1.809, -0.343)
N (-0.755, 2.514, -1.141)
N (-1.187, 1.189, -1.186)
H (2.188, 5.394, -0.151)
H (2.879, 3.831, -0.677)
H (2.180, 3.995, 0.962)
H (-1.424, 3.273, -1.178)
H (-1.592, 1.000, -2.098)
H (-1.854, 0.998, -0.440)
O (-2.586, -1.061, -0.242)
N (-1.769, -1.807, -0.747)
O (-1.984, -2.717, -1.498)
O (-0.482, -1.581, -0.433)
N (0.974, -0.400, -6.846)
C (0.913, -0.315, -5.509)
C (1.225, 0.878, -4.828)
C (1.158, 0.908, -3.463)
N (0.785, -0.141, -2.704)
C (0.485, -1.286, -3.354)
C (0.539, -1.417, -4.715)
H (1.211, 0.397, -7.409)
H (0.719, -1.245, -7.326)
H (1.535, 1.763, -5.366)
H (1.436, 1.816, -2.942)
H (0.168, -2.120, -2.740)
H (0.273, -2.363, -5.167)


No. 2
Computed, not measured: the molecule C6H14N2 in a non-equilibrium geometry, with ωB97M-V/def2-TZVPD.

Its multiplicity is 1. The calculated total energy comes out at -346.48482 Eh. Its energy relative to the best compared isomer or geometry (same formula, charge and spin) is 26.6 kcal/mol. Its structure (SMILES) is CN/C=C/C[C@H](C)N. The frontier orbital gap comes out at 8.76 eV.

Geometry (Å):
C (0.644, 3.340, 1.328)
N (1.327, 2.079, 1.144)
C (0.793, 1.085, 0.349)
C (1.045, -0.221, 0.441)
C (0.720, -1.271, -0.625)
C (-0.734, -1.351, -1.127)
C (-1.776, -1.210, -0.042)
N (-0.939, -2.569, -1.908)
H (1.303, 3.977, 1.912)
H (-0.338, 3.239, 1.788)
H (0.519, 3.831, 0.358)
H (1.870, 1.811, 1.952)
H (0.073, 1.494, -0.362)
H (1.796, -0.547, 1.146)
H (1.399, -1.116, -1.467)
H (0.958, -2.232, -0.160)
H (-0.854, -0.524, -1.837)
H (-2.778, -1.219, -0.472)
H (-1.679, -0.270, 0.501)
H (-1.723, -2.051, 0.652)
H (-1.570, -3.233, -1.484)
H (-0.059, -3.038, -2.088)


No. 3
Computed, not measured: a structure of composition C24H47Br2N2NbO10P in a non-equilibrium geometry, with ωB97M-V/def2-TZVPD.

Its multiplicity is 1. The total charge is -1. The calculated total energy comes out at -7350.59994 Eh. The frontier orbital gap comes out at 6.25 eV.

Geometry (Å):
C (0.422, -0.628, -5.183)
C (0.723, 0.613, -4.234)
C (0.858, 0.221, -2.656)
C (-0.139, -0.940, -2.205)
Nb (-0.220, -1.396, 0.037)
C (-1.872, 0.221, 0.138)
N (-1.350, 1.606, -0.259)
C (-2.057, 2.143, -1.447)
C (-1.862, -2.889, -0.462)
O (-3.230, -2.449, -0.291)
O (-3.976, -3.606, -0.100)
C (1.406, -3.055, -0.114)
Br (1.681, -3.790, 1.765)
C (1.030, -4.339, -0.983)
C (1.386, -4.213, -2.555)
Br (2.361, -5.771, -0.364)
N (-0.420, -1.903, 2.110)
C (0.024, -0.923, 3.065)
C (-0.910, 0.152, 3.807)
O (1.232, -0.900, 3.433)
C (-1.681, -2.512, 2.493)
C (-1.671, -4.085, 2.843)
O (-2.784, -1.940, 2.643)
P (1.658, 0.262, 0.386)
C (3.315, -0.442, 0.858)
C (4.336, -0.655, -0.391)
C (1.324, 1.727, 1.489)
C (1.614, 3.116, 0.687)
H (0.527, -0.346, -6.278)
H (1.149, -1.482, -4.976)
H (-0.634, -0.993, -4.921)
H (-0.059, 1.433, -4.340)
H (1.712, 1.082, -4.589)
H (0.502, 1.172, -2.121)
H (1.958, 0.005, -2.500)
H (-0.022, -1.879, -2.832)
H (-1.192, -0.542, -2.459)
H (-2.379, 0.214, 1.155)
H (-2.696, 0.038, -0.648)
H (-1.629, 2.207, 0.536)
H (-3.069, 2.627, -1.203)
H (-2.169, 1.422, -2.310)
H (-1.413, 3.011, -1.845)
H (-1.774, -3.904, 0.077)
H (-1.744, -3.162, -1.580)
H (-4.613, -3.456, 0.635)
H (2.391, -2.659, -0.557)
H (0.041, -4.835, -0.775)
H (0.392, -4.082, -3.090)
H (2.116, -3.357, -2.758)
H (1.817, -5.209, -2.891)
H (-1.810, 0.463, 3.195)
H (-0.333, 1.091, 4.095)
H (-1.326, -0.269, 4.791)
H (-1.222, -4.716, 2.019)
H (-2.714, -4.449, 3.130)
H (-0.995, -4.187, 3.753)
H (3.851, 0.339, 1.521)
H (3.335, -1.407, 1.447)
H (5.045, -1.536, -0.215)
H (3.791, -0.739, -1.388)
H (5.013, 0.266, -0.464)
H (2.099, 1.720, 2.336)
H (0.259, 1.810, 1.858)
H (2.515, 3.051, 0.007)
H (1.720, 3.913, 1.504)
H (0.649, 3.366, 0.128)
C (5.043, 1.716, 4.729)
C (5.239, 3.199, 4.608)
O (5.651, 3.357, 3.256)
C (5.187, 2.278, 2.567)
O (5.211, 2.176, 1.377)
O (4.690, 1.333, 3.408)
H (4.253, 1.455, 5.433)
H (5.961, 1.195, 5.015)
H (4.311, 3.757, 4.762)
H (5.998, 3.577, 5.293)
C (-6.391, 4.435, -1.726)
C (-7.028, 3.147, -2.159)
O (-6.150, 2.683, -3.175)
C (-4.934, 3.252, -2.947)
O (-3.931, 2.946, -3.513)
O (-5.012, 4.213, -1.986)
H (-6.558, 4.649, -0.669)
H (-6.730, 5.290, -2.319)
H (-7.062, 2.406, -1.356)
H (-8.035, 3.291, -2.552)


No. 4
Computed, not measured: a cluster of 2 separate species, C3H8Si in total in a non-equilibrium geometry, with ωB97M-V/def2-TZVPD.

Its multiplicity is 3. The calculated total energy comes out at -408.40718 Eh. Its energy relative to the best compared isomer or geometry (same formula, charge and spin) is 0.0 kcal/mol. The frontier orbital gap (spin up / spin down) comes out at 7.92 / 8.55 eV.

Geometry (Å):
C (-1.820, 0.103, -1.742)
C (-2.416, -0.695, -0.900)
C (2.674, 0.004, 1.478)
Si (1.411, 1.246, 0.537)
H (-2.544, 0.770, -2.307)
H (-0.734, 0.012, -2.031)
H (-3.514, -0.606, -0.929)
H (3.132, 0.321, 2.360)
H (2.020, -0.847, 1.723)
H (3.367, -0.230, 0.730)
H (-1.773, -1.457, -0.348)
H (0.196, 1.378, 1.428)


No. 5
Computed, not measured: the molecule C5H11NO in a non-equilibrium geometry, with ωB97M-V/def2-TZVPD.

Its multiplicity is 1. The calculated total energy comes out at -327.03207 Eh. Its energy relative to the best compared isomer or geometry (same formula, charge and spin) is 62.3 kcal/mol. Its structure (SMILES) is C[C@H]1C[C@H](O)N1C. The frontier orbital gap comes out at 9.24 eV.

Geometry (Å):
C (-1.033, -1.631, -0.051)
C (-0.607, -0.256, -0.517)
C (-1.176, 0.952, 0.245)
C (0.442, 1.445, 0.307)
O (0.557, 2.571, -0.534)
N (0.739, 0.154, -0.192)
C (1.814, -0.723, 0.150)
H (-0.976, -1.717, 1.040)
H (-2.066, -1.820, -0.359)
H (-0.402, -2.409, -0.495)
H (-0.772, -0.172, -1.604)
H (-1.994, 1.453, -0.331)
H (-1.646, 0.675, 1.193)
H (1.190, 1.682, 1.108)
H (-0.333, 2.637, -0.890)
H (1.494, -1.546, 0.811)
H (2.244, -1.162, -0.758)
H (2.607, -0.171, 0.667)


No. 6
Computed, not measured: a structure of composition C5H7NS in a non-equilibrium geometry, with ωB97M-V/def2-TZVPD.

Its multiplicity is 1. The calculated total energy comes out at -647.53117 Eh. Its energy relative to the best compared isomer or geometry (same formula, charge and spin) is 79.0 kcal/mol. The frontier orbital gap comes out at 9.62 eV.

Geometry (Å):
C (0.803, -0.646, 0.036)
C (-0.392, -0.253, 0.975)
C (-0.293, -0.308, -0.961)
C (-0.453, 1.124, -0.698)
C (-0.578, 1.238, 0.647)
H (3.101, -0.956, 0.710)
H (0.972, -1.742, 0.013)
H (-0.441, -0.431, 2.055)
H (-2.142, -0.465, -0.303)
H (-0.289, -0.626, -2.019)
H (-0.751, 1.742, -1.587)
H (-0.686, 2.105, 1.243)
N (-1.288, -0.979, -0.035)
S (2.436, 0.197, -0.076)